{"formula": "C39H46AsN6O13OsPS", "method": "wB97M-V/def2-TZVPD", "elements": ["Os", "As", "S", "P", "O", "O", "O", "O", "O", "O", "O", "O", "O", "O", "O", "O", "O", "N", "N", "N", "N", "N", "N", "C", "C", "C", "C", "C", "C", "C", "C", "C", "C", "C", "C", "C", "C", "C", "C", "C", "C", "C", "C", "C", "C", "C", "C", "C", "C", "C", "C", "C", "C", "C", "C", "C", "C", "C", "C", "C", "C", "C", "H", "H", "H", "H", "H", "H", "H", "H", "H", "H", "H", "H", "H", "H", "H", "H", "H", "H", "H", "H", "H", "H", "H", "H", "H", "H", "H", "H", "H", "H", "H", "H", "H", "H", "H", "H", "H", "H", "H", "H", "H", "H", "H", "H", "H", "H"], "positions_angstrom": [[-0.028, 0.056, 0.179], [1.297, -2.558, 1.730], [3.162, 0.355, 1.616], [-2.339, -0.148, -0.329], [1.972, 0.412, -7.647], [3.572, 1.383, 0.680], [3.537, 0.538, 2.981], [-0.078, -1.726, 1.050], [2.692, 2.092, -6.508], [1.693, 0.051, 1.465], [-1.214, -2.877, -3.723], [1.252, -2.548, 3.348], [-0.226, 1.638, -1.047], [-1.501, -2.307, -5.775], [1.427, 2.763, -2.020], [-0.758, -0.779, -2.186], [0.952, -4.180, 1.112], [2.476, 0.019, -1.497], [2.024, 1.084, -6.635], [-0.852, 1.113, 1.803], [0.627, 1.807, -2.088], [-1.042, -2.123, -4.662], [1.415, -0.763, -1.195], [-0.226, -0.918, -4.476], [0.618, -3.031, -1.899], [-2.160, 1.077, 2.128], [5.005, -3.506, 0.079], [0.696, 2.890, 2.477], [0.544, 0.976, -3.215], [-6.322, 0.686, 3.164], [-3.058, -2.652, 0.767], [1.541, -1.867, -1.946], [0.045, 1.691, 2.772], [3.836, -1.191, 1.043], [1.581, 3.390, 3.421], [4.500, 0.138, -2.888], [-0.191, -0.266, -3.216], [1.232, 0.644, -5.485], [-0.451, -0.281, 4.313], [0.462, 3.641, 1.198], [-3.359, 1.102, -1.265], [-3.035, 0.346, 1.295], [2.695, -1.762, -2.726], [1.846, 2.722, 4.610], [5.751, -2.342, 0.162], [2.876, 3.252, 5.567], [-3.193, 2.522, -0.706], [-2.937, -1.883, -0.550], [-4.023, 1.645, 3.556], [-4.366, 0.230, 1.642], [-4.883, 0.849, 2.780], [3.272, -0.548, -2.404], [-2.696, 1.771, 3.250], [1.270, 1.390, -4.318], [3.679, -3.519, 0.488], [3.077, -2.360, 0.971], [1.164, 1.543, 4.872], [-3.293, 1.149, -2.785], [0.249, 1.006, 3.976], [5.164, -1.183, 0.645], [-4.231, -1.975, -1.359], [0.459, -0.485, -5.598], [0.081, -0.791, 5.114], [2.664, 4.286, 5.843], [2.096, 4.319, 3.203], [-4.422, 2.170, 4.416], [-3.491, 2.609, 0.338], [-2.191, -2.512, 1.409], [-5.044, -0.328, 1.008], [-0.598, 3.694, 0.943], [2.680, 0.864, -0.962], [-6.751, 1.633, 3.491], [-3.832, 3.190, -1.286], [0.971, 3.174, 0.353], [1.368, 1.001, 5.787], [3.108, -4.435, 0.440], [5.062, 0.554, -2.050], [2.913, 2.654, 6.476], [-4.157, 1.715, -3.139], [0.320, -3.312, -2.909], [-5.080, -1.535, -0.831], [-2.045, 2.388, 3.852], [-3.137, -3.714, 0.526], [-3.318, 0.170, -3.254], [-6.915, 0.301, 2.336], [5.134, -0.562, -3.427], [1.846, 2.300, -4.261], [-6.414, -0.016, 3.997], [-2.147, -2.328, -1.150], [-4.461, -3.030, -1.521], [0.305, -4.584, 1.702], [5.454, -4.415, -0.298], [-4.147, -1.512, -2.339], [1.125, -3.880, -1.440], [0.843, 4.657, 1.290], [4.237, 0.958, -3.558], [-2.401, 1.674, -3.120], [6.787, -2.333, -0.150], [-3.955, -2.375, 1.321], [3.865, 3.227, 5.107], [5.727, -0.260, 0.707], [-1.477, -0.109, 4.645], [-4.359, 0.748, -0.983], [0.399, -1.033, -6.525], [-0.273, -2.818, -1.322], [3.060, -2.491, -3.429], [-2.164, 2.862, -0.810], [-0.471, -0.969, 3.470]], "lowdin_charge": [1.59, 0.96, 0.52, 1.08, 0.08, -0.30, -0.23, -0.59, 0.07, -0.51, 0.04, -0.41, -0.31, 0.08, 0.01, -0.21, -0.25, 0.06, -0.36, 0.01, -0.31, -0.32, -0.07, -0.05, -0.01, -0.28, -0.06, -0.20, -0.10, -0.03, -0.09, -0.30, -0.24, -0.26, 0.00, 0.02, -0.28, -0.14, -0.03, -0.02, -0.47, -0.26, 0.05, -0.26, -0.06, -0.04, -0.08, -0.48, -0.01, -0.04, -0.23, -0.27, 0.03, 0.08, -0.08, -0.22, 0.00, -0.08, -0.20, -0.05, -0.08, 0.08, 0.09, 0.08, 0.13, 0.12, 0.07, 0.06, 0.11, 0.07, 0.12, 0.09, 0.09, 0.05, 0.13, 0.10, 0.09, 0.08, 0.09, 0.07, 0.07, 0.13, 0.09, 0.06, 0.08, 0.09, 0.13, 0.09, 0.07, 0.09, 0.06, 0.11, 0.07, 0.08, 0.09, 0.08, 0.08, 0.11, 0.07, 0.09, 0.12, 0.08, 0.10, 0.13, 0.05, 0.13, 0.07, 0.05], "s2": 6.067, "multiplicity": 5, "orbital_gap_ev": [6.920, 5.681], "charge": 0, "homo_ev": [-7.267, -8.751]}



{"formula": "C39H46BF4N5OSTa", "method": "wB97M-V/def2-TZVPD", "elements": ["Ta", "S", "F", "F", "F", "F", "O", "N", "N", "N", "N", "N", "C", "C", "C", "C", "C", "C", "C", "C", "C", "C", "C", "C", "C", "C", "C", "C", "C", "C", "C", "C", "C", "C", "C", "C", "C", "C", "C", "C", "C", "C", "C", "C", "C", "C", "C", "C", "C", "C", "C", "B", "H", "H", "H", "H", "H", "H", "H", "H", "H", "H", "H", "H", "H", "H", "H", "H", "H", "H", "H", "H", "H", "H", "H", "H", "H", "H", "H", "H", "H", "H", "H", "H", "H", "H", "H", "H", "H", "H", "H", "H", "H", "H", "H", "H", "H", "H"], "positions_angstrom": [[0.286, -0.026, 0.400], [0.043, 2.156, -0.974], [2.112, -0.164, 4.597], [2.412, -0.758, 2.401], [3.582, 1.018, 3.269], [4.096, -1.128, 3.924], [0.828, 1.327, 1.620], [-0.484, -0.933, 2.307], [0.978, -2.146, 0.594], [-0.841, -1.351, -1.117], [-1.811, 0.562, 0.279], [0.847, 0.485, -4.714], [-4.196, -1.670, -2.677], [-0.207, -2.180, 2.607], [0.976, 2.857, 3.437], [-0.086, -5.310, 2.267], [3.220, 0.100, -0.472], [-0.302, -2.727, 3.912], [0.275, -4.325, 1.360], [-2.459, -0.333, 3.739], [1.818, -2.808, -0.391], [-3.601, 0.992, -1.275], [-0.405, -2.655, -1.649], [-0.995, -0.083, 3.386], [4.421, 0.233, -1.160], [1.406, 3.510, 1.015], [-0.335, -5.219, 3.621], [1.543, 3.072, -0.425], [-3.005, -1.922, -2.029], [1.972, -0.007, -1.106], [-3.438, -0.187, 2.577], [1.104, 2.601, 1.963], [-4.873, -0.473, -2.865], [-2.548, 0.210, -0.762], [1.794, 5.845, 0.404], [0.402, -2.924, 1.497], [-2.091, -1.043, -1.383], [0.912, 1.937, -4.657], [-3.531, 1.205, 1.948], [-4.559, 0.718, -2.236], [1.091, -2.932, -1.734], [1.991, 0.028, -2.524], [4.415, 0.229, -2.542], [1.556, 4.917, 1.342], [1.930, 5.466, -0.995], [-2.316, 1.649, 1.122], [1.816, 4.193, -1.376], [3.201, 0.119, -3.208], [-0.347, -4.032, 4.347], [-0.288, 0.074, -5.515], [0.737, -0.100, -3.377], [3.074, -0.254, 3.564], [1.192, -3.948, -2.129], [2.132, -3.780, -0.014], [-5.193, 1.564, -2.484], [-0.356, -0.184, 4.265], [2.366, 2.358, -0.508], [2.724, -2.221, -0.510], [-1.506, 1.992, 1.753], [-2.728, 0.374, 4.532], [-1.251, 0.396, -5.081], [-0.358, -1.992, 4.701], [1.047, 2.335, -5.665], [0.005, 2.378, -4.216], [3.272, 0.079, 0.611], [1.311, 1.970, 3.972], [-0.863, 0.947, 3.091], [-2.567, -1.335, 4.164], [-0.115, 0.333, -2.845], [1.879, 6.890, 0.679], [-5.736, -0.484, -3.519], [5.338, 0.314, -3.104], [-0.207, 0.503, -6.516], [3.174, 0.118, -4.291], [-4.413, 1.222, 1.303], [1.435, 5.219, 2.373], [-0.445, -4.141, 5.422], [-4.434, -0.463, 2.934], [-0.128, -6.310, 1.845], [-0.306, -1.014, -5.607], [-0.807, -2.771, -2.659], [-2.559, 2.526, 0.520], [1.557, -2.274, -2.460], [-2.704, -2.959, -2.045], [-0.506, -6.139, 4.165], [0.488, -4.705, 0.370], [0.508, -1.159, -3.532], [-0.062, 3.068, 3.717], [1.591, 3.695, 3.754], [-0.872, -3.435, -1.035], [-3.705, 1.956, 2.727], [1.760, 2.241, -4.046], [-4.650, -2.542, -3.138], [5.346, 0.330, -0.604], [-3.653, 1.995, -0.876], [2.137, 6.237, -1.729], [1.927, 3.914, -2.417], [-3.183, -0.913, 1.799]], "lowdin_charge": [1.81, 0.74, 0.08, 0.06, 0.11, 0.11, -0.32, -0.05, -0.10, -0.05, -0.18, -0.27, -0.09, -0.21, -0.01, -0.10, -0.15, 0.00, -0.03, -0.17, -0.20, -0.02, -0.22, -0.21, -0.09, -0.18, -0.12, -0.54, -0.02, -0.28, -0.20, -0.35, -0.12, -0.26, -0.10, -0.22, -0.23, -0.11, -0.16, -0.09, -0.15, -0.26, -0.09, -0.05, -0.11, -0.25, -0.12, -0.06, -0.08, -0.12, -0.21, -1.25, 0.12, 0.11, 0.10, 0.11, 0.09, 0.10, 0.08, 0.12, 0.09, 0.10, 0.08, 0.08, 0.09, 0.07, 0.06, 0.10, 0.06, 0.09, 0.09, 0.09, 0.08, 0.11, 0.10, 0.10, 0.10, 0.11, 0.10, 0.08, 0.11, 0.09, 0.08, 0.09, 0.09, 0.09, 0.10, 0.09, 0.08, 0.11, 0.12, 0.07, 0.10, 0.10, 0.10, 0.09, 0.09, 0.10], "orbital_gap_ev": 6.596, "charge": -1, "homo_ev": -4.611}



{"formula": "C39H46BIrN5O4S", "method": "wB97M-V/def2-TZVPD", "elements": ["Ir", "S", "O", "O", "O", "O", "N", "N", "N", "N", "N", "C", "C", "C", "C", "C", "C", "C", "C", "C", "C", "C", "C", "C", "C", "C", "C", "C", "C", "C", "C", "C", "C", "C", "C", "C", "C", "C", "C", "C", "C", "C", "C", "C", "C", "C", "C", "C", "C", "C", "B", "H", "H", "H", "H", "H", "H", "H", "H", "H", "H", "H", "H", "H", "H", "H", "H", "H", "H", "H", "H", "H", "H", "H", "H", "H", "H", "H", "H", "H", "H", "H", "H", "H", "H", "H", "H", "H", "H", "H", "H", "H", "H", "H", "H", "H", "H"], "positions_angstrom": [[0.560, 1.032, 1.073], [-5.933, 4.514, 0.390], [1.570, 2.362, -0.816], [2.092, -0.770, 4.291], [0.703, -0.182, 2.633], [3.640, 2.952, -1.432], [2.526, 1.111, 1.381], [-0.668, -1.775, 0.462], [-4.061, 6.352, 0.568], [-1.129, 2.265, 0.509], [0.266, -0.858, -1.428], [2.188, 1.565, -4.289], [-0.979, -2.555, -0.657], [0.174, 0.843, -3.168], [-1.037, -2.277, 1.762], [4.276, 0.566, 2.887], [-1.975, 0.088, -4.194], [0.301, -5.302, 0.638], [0.824, 1.666, -4.084], [-2.484, -2.167, 3.682], [4.717, 1.886, 0.932], [5.171, 1.258, 2.090], [-1.878, 2.339, -3.113], [2.949, 0.517, 2.495], [-0.907, -3.938, 3.483], [1.862, -0.214, 3.253], [-2.685, -0.358, 1.974], [3.567, -1.287, -0.716], [-1.336, 0.909, -3.066], [-3.229, 4.103, 0.465], [0.927, -0.078, -2.430], [-2.046, -1.630, 2.478], [-0.437, -2.025, -1.763], [1.875, -3.389, 1.123], [-4.391, 5.053, 0.463], [-1.928, -3.326, 4.184], [-2.653, 0.756, 3.019], [-0.432, -3.442, 2.271], [-1.973, 4.454, 0.961], [-4.105, -0.606, 1.465], [2.293, -0.273, -2.703], [2.902, 0.585, -3.618], [2.766, 2.401, -0.613], [-0.968, 3.514, 0.973], [-3.391, 2.814, -0.021], [3.381, 1.795, 0.604], [-2.328, 1.936, 0.006], [0.725, -4.238, 1.664], [3.156, -1.421, -2.180], [2.582, -2.804, -2.494], [0.061, -0.635, -0.021], [1.581, -2.860, 0.220], [-4.753, -0.945, 2.275], [0.010, 3.758, 1.372], [2.703, -1.197, -0.058], [-1.305, 3.018, -2.478], [-4.540, 0.311, 1.059], [-4.117, -1.371, 0.686], [1.006, -6.134, 0.654], [-3.267, 0.507, 3.885], [3.343, -3.565, -2.314], [-2.273, -3.741, 5.122], [-3.052, 1.688, 2.608], [1.131, -4.788, 2.516], [4.137, -2.162, -0.400], [1.719, -3.049, -1.882], [-0.463, -2.394, -2.774], [6.216, 1.316, 2.361], [-2.080, -0.040, 1.130], [0.294, -4.903, -0.374], [-3.062, 0.093, -4.102], [-1.715, 0.516, -5.164], [-4.809, 7.027, 0.545], [-1.570, -3.448, -0.555], [-1.640, -0.948, -4.184], [2.681, 2.201, -5.014], [0.251, 2.381, -4.658], [-3.126, 6.687, 0.415], [-0.690, -5.701, 0.858], [2.720, -4.031, 0.866], [2.213, -2.662, 1.864], [4.562, 0.063, 3.800], [-3.274, -1.671, 4.231], [3.171, 3.209, -2.246], [-1.635, 0.930, 3.375], [5.388, 2.434, 0.286], [-4.348, 2.502, -0.416], [-1.628, 0.445, -2.122], [2.286, -2.867, -3.542], [4.207, -0.414, -0.584], [-0.445, -4.831, 3.888], [4.081, -1.350, -2.759], [-1.851, 2.734, -4.129], [-2.428, 0.939, -0.390], [-2.923, 2.361, -2.799], [-1.766, 5.424, 1.389], [3.954, 0.446, -3.838]], "lowdin_charge": [1.34, 0.75, 0.07, 0.15, -0.16, 0.17, 0.00, 0.07, 0.09, -0.06, 0.06, -0.07, -0.05, -0.13, -0.11, 0.06, -0.04, -0.05, -0.03, -0.02, 0.04, 0.01, -0.07, -0.14, -0.03, -0.55, -0.39, -0.05, -0.36, -0.20, -0.12, -0.14, -0.07, -0.05, -0.82, -0.05, -0.05, -0.11, 0.01, -0.03, -0.11, -0.04, -0.44, -0.11, -0.03, -0.16, -0.14, -0.34, -0.34, -0.04, -0.52, 0.04, 0.09, 0.12, 0.04, 0.08, 0.07, 0.09, 0.08, 0.08, 0.09, 0.11, 0.07, 0.12, 0.09, 0.04, 0.13, 0.13, 0.05, 0.06, 0.09, 0.09, 0.11, 0.14, 0.07, 0.11, 0.12, 0.10, 0.09, 0.10, 0.08, 0.14, 0.11, 0.14, 0.07, 0.14, 0.10, 0.10, 0.09, 0.07, 0.12, 0.13, 0.08, 0.11, 0.08, 0.12, 0.12], "orbital_gap_ev": 6.125, "charge": 1, "homo_ev": -10.146}



{"formula": "C39H46BN5O4ReS2Te", "method": "wB97M-V/def2-TZVPD", "elements": ["Re", "Te", "S", "S", "O", "O", "O", "O", "N", "N", "N", "N", "N", "C", "C", "C", "C", "C", "C", "C", "C", "C", "C", "C", "C", "C", "C", "C", "C", "C", "C", "C", "C", "C", "C", "C", "C", "C", "C", "C", "C", "C", "C", "C", "C", "C", "C", "C", "C", "C", "C", "C", "B", "H", "H", "H", "H", "H", "H", "H", "H", "H", "H", "H", "H", "H", "H", "H", "H", "H", "H", "H", "H", "H", "H", "H", "H", "H", "H", "H", "H", "H", "H", "H", "H", "H", "H", "H", "H", "H", "H", "H", "H", "H", "H", "H", "H", "H", "H"], "positions_angstrom": [[-0.182, -0.214, 0.722], [0.622, 0.177, -1.869], [2.482, -0.514, 0.545], [-0.143, -0.121, 3.141], [0.681, 5.718, -2.786], [0.270, 1.843, 0.502], [0.524, 2.829, 2.514], [0.708, 7.685, -1.567], [-2.936, 3.083, 0.396], [3.123, 0.721, 2.909], [0.239, -2.770, 3.685], [2.091, -1.637, 3.668], [3.327, 2.026, 1.193], [1.905, -5.103, -0.024], [-0.240, -5.148, -1.330], [0.642, 5.443, -1.444], [2.401, -2.953, 3.949], [0.396, -4.824, 0.031], [-4.229, -1.750, -0.012], [-3.204, 0.660, 0.963], [0.629, 6.621, 0.648], [0.899, -2.081, -3.744], [0.551, 4.191, 0.561], [0.455, 2.883, 1.310], [0.703, 7.146, -2.898], [1.444, -3.132, -4.482], [-1.183, -3.087, 3.580], [-0.792, -0.264, -3.420], [-0.179, -1.364, -4.257], [-4.580, 0.415, 0.931], [0.173, -3.396, 0.329], [-0.680, -1.685, -5.519], [1.250, -3.662, 3.969], [0.928, -3.460, -5.726], [-2.859, -1.533, 0.045], [-2.383, 2.744, -0.900], [-0.133, -2.727, -6.249], [0.659, 6.613, -0.722], [3.358, 2.493, -0.188], [-2.771, 2.038, 1.411], [0.586, 4.218, -0.844], [3.678, 2.772, 2.301], [-0.071, -2.220, 0.544], [-4.281, 3.608, 0.262], [2.986, 0.788, 1.580], [-5.101, -0.777, 0.453], [3.542, 1.957, 3.366], [-2.297, -0.340, 0.545], [0.775, -1.550, 3.497], [0.576, 5.374, 1.284], [1.457, -1.706, -2.396], [-0.251, -5.688, 1.118], [3.201, -0.524, 3.872], [-0.037, -6.189, -1.598], [-4.715, 3.780, 1.249], [2.388, -4.483, -0.782], [1.063, -4.703, 4.166], [-1.747, -2.485, 4.286], [1.154, -2.394, -1.613], [3.700, 2.141, 4.413], [-4.243, 4.568, -0.260], [2.374, -4.886, 0.938], [3.668, 3.534, -0.185], [-1.723, -0.576, -2.948], [3.087, -0.081, 4.998], [-4.608, -2.687, -0.408], [2.081, -6.154, -0.273], [-0.528, -2.967, -7.228], [2.282, -3.690, -4.079], [-2.958, 1.957, -1.419], [-1.305, -4.143, 3.813], [-0.188, 7.484, -3.422], [-1.322, -5.003, -1.298], [-0.986, 0.635, -4.000], [-4.961, 2.950, -0.305], [-1.541, -2.887, 2.572], [-1.358, 2.400, -0.779], [0.559, 3.306, -1.421], [1.606, 7.457, -3.417], [-0.108, -6.746, 0.884], [2.370, 2.416, -0.632], [0.545, 5.305, 2.363], [2.541, -1.623, -2.388], [-2.209, -2.315, -0.316], [-5.253, 1.180, 1.302], [3.955, 3.809, 2.227], [-1.505, -1.111, -5.927], [-2.375, 3.633, -1.536], [3.417, -3.260, 4.125], [4.061, 1.902, -0.770], [0.636, 7.549, 1.205], [4.258, -1.095, 3.699], [0.165, -4.504, -2.116], [-1.324, -5.490, 1.185], [0.203, -5.487, 2.089], [1.357, -4.277, -6.291], [-6.172, -0.943, 0.447], [-3.341, 2.347, 2.289], [-1.730, 2.011, 1.712]], "lowdin_charge": [1.02, 1.45, 0.63, 0.73, 0.03, -0.43, 0.05, 0.03, -0.23, 0.00, -0.10, 0.00, -0.10, -0.04, -0.03, -0.20, -0.05, -0.61, -0.10, -0.23, 0.03, -0.28, -0.13, -0.59, -0.11, -0.05, -0.02, -0.37, -0.28, -0.06, -0.10, -0.04, -0.05, -0.08, -0.14, -0.10, -0.08, -0.22, -0.02, -0.16, 0.03, -0.04, -0.31, -0.11, -0.67, -0.09, -0.05, -0.27, -0.67, 0.00, -0.40, -0.05, -0.41, 0.09, 0.08, 0.08, 0.12, 0.09, 0.01, 0.12, 0.08, 0.08, 0.10, 0.06, 0.08, 0.10, 0.09, 0.10, 0.12, 0.09, 0.09, 0.13, 0.09, 0.06, 0.08, 0.07, 0.03, 0.09, 0.13, 0.09, 0.02, 0.12, 0.06, 0.06, 0.11, 0.13, 0.12, 0.09, 0.12, 0.09, 0.12, 0.08, 0.07, 0.09, 0.06, 0.10, 0.10, 0.13, 0.06], "s2": 3.797, "multiplicity": 4, "orbital_gap_ev": [7.956, 7.013], "charge": 0, "homo_ev": [-7.672, -7.826]}